Entry 1:
Molecular formula: C23H75NO19S2
Method: DFT, the ωB97M-V functional and the def2-TZVPD basis

Its calculated total energy is -87131.022 eV. For the maximum force, the calculation gives 2.6 eV/Å. The orbital gap comes out at 8.105 eV. The calculation puts the molar mass at 733.97 g/mol.

```
120
Properties=species:S:1:pos:R:3:mulliken_charge:R:1
C 6.970 -0.084 1.786 -0.98
C 6.302 -1.452 1.683 -0.51
C 4.779 -1.339 1.512 -0.55
C 4.288 -1.720 0.114 -0.57
C 2.921 -1.127 -0.265 -0.58
C 1.772 -2.150 -0.187 -1.15
C 0.951 -2.188 -1.472 -1.27
C 0.103 -0.929 -1.669 -0.57
N -1.221 -1.325 -2.192 0.83
C -2.026 -1.963 -1.106 -0.54
C -3.128 -2.888 -1.570 -0.88
C -3.804 -3.558 -0.358 -0.78
C -5.297 -3.250 -0.251 -0.38
C -5.893 -3.605 1.114 -0.97
C -6.178 -2.420 2.056 -0.81
C -6.870 -1.217 1.440 0.17
C -8.263 -1.533 0.917 -1.39
C -1.908 -0.323 -2.891 -0.08
S -2.810 -0.641 -4.208 -0.17
S -1.723 1.395 -2.486 0.03
C -2.010 1.614 -0.713 -0.31
C -2.032 3.137 -0.453 -0.90
C -3.371 3.740 -0.030 -1.11
C -4.337 4.098 -1.142 0.47
C -4.722 2.994 -2.128 -0.20
O -6.083 3.336 -2.421 -0.39
C -6.591 3.803 -1.259 0.56
O -7.754 3.720 -0.904 -0.55
O -5.620 4.404 -0.546 -0.37
H 6.759 0.361 2.756 0.12
H 6.584 0.591 1.019 0.16
H 8.049 -0.171 1.675 0.38
H 6.751 -1.995 0.850 0.36
H 6.543 -2.003 2.588 0.31
H 4.457 -0.332 1.778 0.48
H 4.317 -2.015 2.235 0.25
H 4.206 -2.805 0.072 -0.01
H 5.044 -1.430 -0.618 0.47
H 2.977 -0.689 -1.261 0.45
H 2.704 -0.302 0.415 0.30
H 2.194 -3.139 -0.031 0.44
H 1.114 -1.898 0.647 0.36
H 1.663 -2.274 -2.293 0.74
H 0.323 -3.073 -1.497 0.69
H 0.011 -0.401 -0.717 -0.11
H 0.570 -0.264 -2.391 0.66
H -2.471 -1.183 -0.482 0.04
H -1.323 -2.533 -0.506 0.43
H -2.745 -3.624 -2.276 0.24
H -3.885 -2.328 -2.118 0.38
H -3.658 -4.636 -0.407 0.30
H -3.317 -3.235 0.567 0.42
H -5.447 -2.202 -0.499 0.31
H -5.810 -3.815 -1.032 0.28
H -5.185 -4.257 1.629 0.41
H -6.798 -4.197 0.990 0.48
H -6.842 -2.789 2.840 0.40
H -5.254 -2.116 2.551 0.28
H -6.285 -0.753 0.644 0.00
H -6.975 -0.461 2.209 0.29
H -8.805 -0.610 0.722 0.38
H -8.838 -2.100 1.648 0.29
H -8.240 -2.088 -0.022 0.36
H -1.218 1.159 -0.128 0.56
H -2.952 1.168 -0.407 0.29
H -1.666 3.659 -1.340 0.37
H -1.306 3.350 0.328 0.39
H -3.882 3.116 0.703 0.32
H -3.137 4.675 0.481 0.36
H -4.012 4.981 -1.689 0.24
H -4.147 2.942 -3.044 0.28
H -4.706 2.002 -1.671 0.21
O 8.878 -2.910 2.864 -0.60
H 9.825 -2.828 3.004 0.30
H 8.784 -3.686 2.303 0.31
O -0.901 1.335 -6.299 -0.61
H -1.437 2.090 -6.569 0.34
H -1.479 0.829 -5.716 0.22
O 1.085 3.250 -2.854 -0.70
H 0.952 4.135 -3.210 0.25
H 0.193 2.913 -2.687 0.29
O 5.341 1.501 4.169 -0.67
H 5.039 2.363 3.853 0.30
H 4.765 1.301 4.916 0.30
O 4.446 2.942 1.772 -0.62
H 3.815 2.809 1.058 0.30
H 5.309 2.906 1.346 0.30
O 0.646 -5.288 -2.269 -0.55
H 0.055 -5.359 -3.025 0.25
H 1.529 -5.223 -2.653 0.28
O 3.493 -5.009 -1.412 -0.62
H 4.422 -4.949 -1.174 0.26
H 3.045 -5.256 -0.597 0.33
O 3.403 5.286 3.645 -0.64
H 3.542 4.526 3.067 0.32
H 2.943 5.930 3.102 0.30
O -8.335 0.617 3.854 -0.64
H -9.068 0.916 3.307 0.32
H -7.781 1.397 3.943 0.31
O 0.963 -2.575 -4.803 -0.66
H 0.473 -2.541 -5.630 0.28
H 0.328 -2.277 -4.140 0.28
O 0.878 4.000 -5.586 -0.66
H 1.163 3.111 -5.340 0.33
H 1.286 4.166 -6.442 0.31
O -0.828 -5.933 0.413 -0.63
H -0.287 -5.751 -0.365 0.30
H -0.503 -5.331 1.088 0.29
O -1.574 4.275 -7.404 -0.62
H -1.573 4.985 -8.050 0.30
H -0.702 4.290 -6.990 0.34
O 5.015 5.421 6.354 -0.62
H 4.525 5.344 5.528 0.34
H 4.390 5.806 6.972 0.31
O 7.393 1.860 6.395 -0.64
H 6.757 1.737 5.680 0.36
H 8.257 1.841 5.971 0.35
O 10.204 2.800 7.117 -0.67
H 9.897 3.659 6.814 0.33
H 9.615 2.588 7.848 0.33
```


Entry 2:
Molecular formula: CHF2IO
Method: DFT, the ωB97M-V functional and the def2-TZVPD basis

Its calculated total energy is -16634.890 eV. For the maximum force, the calculation gives 2.9 eV/Å. The value obtained for the energy relative to the best compared isomer or geometry (same formula, charge and spin) is 32.63 kcal/mol. The orbital gap comes out at 8.697 eV. The calculation puts the molar mass at 193.92 g/mol.

```
6
Properties=species:S:1:pos:R:3:mulliken_charge:R:1
C 0.247 0.938 -0.160 0.31
O 0.665 1.763 -0.904 -0.38
F -0.487 1.159 0.944 -0.19
F -2.259 0.260 -0.596 -0.42
I -3.949 0.103 0.380 0.42
H 0.619 -0.184 -0.135 0.26
```


Entry 3:
Molecular formula: C14H21NO2
Method: DFT, the ωB97M-V functional and the def2-TZVPD basis

Its calculated total energy is -20433.441 eV. For the maximum force, the calculation gives 13.4 eV/Å. The value obtained for the energy relative to the best compared isomer or geometry (same formula, charge and spin) is 258.25 kcal/mol. The orbital gap comes out at 9.280 eV. The calculation puts the molar mass at 235.33 g/mol.

```
38
Properties=species:S:1:pos:R:3:mulliken_charge:R:1
C 3.772 4.297 0.536 -2.43
C 3.154 2.863 0.225 -0.28
H 3.633 2.148 0.863 0.40
H 3.515 2.626 -0.758 0.31
C 1.562 3.018 0.362 -1.30
C 1.298 1.512 0.185 0.88
C 1.062 1.050 -0.988 -0.28
C 0.545 -0.195 -1.542 -1.14
C 0.472 -1.089 -0.473 0.78
C 0.727 -0.749 0.919 -1.05
C 1.331 0.497 0.990 -0.12
H 1.486 0.955 2.001 0.20
H 0.545 -1.330 1.763 0.74
O 0.136 -2.559 -0.548 -0.46
C -0.513 -2.873 -1.784 -0.84
C -1.753 -2.399 -1.892 -0.53
N -2.749 -2.399 -0.664 -0.12
C -2.992 -1.266 -0.089 0.86
O -2.933 -0.254 -0.808 -0.71
C -3.547 -1.565 1.226 -0.75
C -2.550 -1.576 2.166 -1.00
H -2.752 -1.861 3.247 0.38
H -1.824 -0.850 2.185 0.43
H -1.751 -2.594 2.058 0.13
H -4.320 -2.314 0.878 0.41
H -4.309 -0.689 1.402 0.24
H -2.819 -3.212 -0.178 0.24
H -2.276 -3.048 -2.952 0.18
H -1.700 -1.333 -2.196 0.45
H 0.211 -2.816 -2.489 0.51
H -0.494 -4.070 -1.684 0.29
H 0.308 -0.459 -2.524 0.58
H 1.059 1.669 -2.047 0.00
H 1.238 3.629 -0.321 0.57
H 1.422 3.245 1.379 0.41
H 3.566 4.579 1.347 0.71
H 4.751 4.503 0.292 0.54
H 3.487 4.908 -0.086 0.77
```


Entry 4:
Molecular formula: C4H4Br2NO2P
Method: DFT, the ωB97M-V functional and the def2-TZVPD basis

Its calculated total energy is -159169.023 eV. For the maximum force, the calculation gives 2.8 eV/Å. The value obtained for the energy relative to the best compared isomer or geometry (same formula, charge and spin) is 0.00 kcal/mol. The orbital gap comes out at 7.561 eV. The calculation puts the molar mass at 288.86 g/mol.

```
14
Properties=species:S:1:pos:R:3:mulliken_charge:R:1
C 1.548 -0.731 0.042 -0.96
C 1.440 0.381 -0.919 -0.28
C 0.501 -0.808 0.939 0.74
C 0.311 0.879 -1.343 0.61
N -0.647 -0.236 0.617 -0.10
O 0.515 -1.574 2.076 -0.53
O -0.629 1.496 -1.916 -0.28
P -2.142 -0.079 1.122 0.03
Br -3.290 -1.058 -0.584 -0.22
Br -2.560 2.052 0.400 -0.29
H 2.466 -0.959 0.415 0.39
H 2.463 0.808 -1.362 0.26
H 1.008 -2.444 1.951 0.35
H -0.984 2.274 -1.439 0.28
```


Entry 5:
Molecular formula: C19H21BrN2O5S
Method: DFT, the ωB97M-V functional and the def2-TZVPD basis

Its calculated total energy is -114139.637 eV. For the maximum force, the calculation gives 1.1 eV/Å. The value obtained for the energy relative to the best compared isomer or geometry (same formula, charge and spin) is 4.49 kcal/mol. The orbital gap comes out at 9.413 eV. The calculation puts the molar mass at 469.36 g/mol.

```
49
Properties=species:S:1:pos:R:3:mulliken_charge:R:1
C 4.505 0.447 -2.958 -1.50
C 3.196 0.838 -2.356 0.82
C 2.528 1.986 -2.771 -1.12
C 1.316 2.371 -2.219 -0.41
C 0.763 1.595 -1.222 0.27
C 1.406 0.460 -0.778 -0.46
C 2.612 0.069 -1.345 -0.02
N 3.193 -1.119 -0.849 -0.05
C 3.350 -2.256 -1.569 0.69
O 3.343 -2.330 -2.774 -0.60
C 3.522 -3.492 -0.667 -0.72
H 3.772 -4.356 -1.284 0.31
H 4.296 -3.311 0.087 0.37
O 2.286 -3.819 -0.024 -0.37
C 1.972 -3.198 1.111 0.87
O 2.666 -2.350 1.623 -0.69
C 0.647 -3.669 1.656 -1.13
C -0.348 -2.529 1.653 0.55
C -0.130 -1.404 2.441 -0.25
C -1.050 -0.371 2.471 -0.15
C -2.197 -0.473 1.705 -0.21
C -2.429 -1.575 0.903 -0.52
C -1.496 -2.596 0.874 -0.62
H -1.672 -3.456 0.245 0.35
H -3.321 -1.630 0.299 0.45
Br -3.480 0.908 1.771 -0.14
H -0.872 0.507 3.071 0.41
H 0.771 -1.333 3.032 0.37
H 0.287 -4.501 1.053 0.41
H 0.808 -4.001 2.685 0.33
H 3.121 -1.231 0.161 0.40
H 0.948 -0.124 0.007 0.14
S -0.817 1.880 -0.433 1.47
O -1.629 0.738 -0.759 -0.58
O -0.565 2.153 0.951 -0.68
N -1.396 3.268 -1.174 0.04
C -2.009 4.240 -0.296 -0.92
H -1.953 5.226 -0.759 0.32
H -3.055 3.998 -0.081 0.28
H -1.449 4.239 0.635 0.38
C -2.137 2.992 -2.384 -1.07
H -1.625 2.200 -2.925 0.39
H -2.171 3.893 -2.996 0.38
H -3.159 2.661 -2.168 0.29
H 0.811 3.264 -2.551 0.49
H 2.972 2.593 -3.547 0.37
H 5.234 0.243 -2.176 0.34
H 4.383 -0.468 -3.538 0.31
H 4.883 1.231 -3.607 0.43
```


- What is the calculated total energy in the first record?
  -87131.022 eV


- The highest maximum force belongs to which entry?
  C14H21NO2